Below is the molecule C5H6O2, with properties calculated with wB97M-V/def2-TZVPD.

XYZ file:
```
13
Properties=species:S:1:pos:R:3:mulliken_charge:R:1
O -3.5580 0.4103 -0.5784 -0.464
C -2.4839 -0.1271 -0.4474 0.107
C -1.6219 -0.0351 0.7988 -0.672
C -0.2065 -0.0072 0.5963 -0.045
C 0.9366 -0.4174 0.5702 0.261
C 2.2966 -0.1722 0.1234 -0.402
O 2.2969 0.8605 -0.8414 -0.495
H -2.0388 -0.7266 -1.2632 0.351
H -2.0466 0.6555 1.5418 0.293
H -1.0806 -1.0445 1.2117 0.196
H 2.9182 0.0684 0.9962 0.257
H 2.7137 -1.0574 -0.3590 0.290
H 1.8233 1.6060 -0.4457 0.321
```

Computed properties:
structure (SMILES) = O=CCC#CCO
energy relative to the best compared isomer or geometry (same formula, charge and spin) = 400.97 kJ/mol
2S+1 = 1
orbital gap = 9.96 eV
LUMO energy = 0.46 eV